{
  "formula": "C5H9F",
  "method": "the ωB97M-V functional and the def2-TZVPD basis",
  "relative_energy_kcal_mol": 25.6,
  "energy_ev": -8046.934,
  "e_homo_ev": -9.862,
  "orbital_gap_ha": 0.4061,
  "smiles": "C=CC[C@@H](C)F",
  "symbols": ["C", "C", "C", "C", "C", "F", "H", "H", "H", "H", "H", "H", "H", "H", "H"],
  "positions_angstrom": [[-2.6601, 0.2448, 0.1689], [-1.4569, 0.6876, -0.1318], [2.1770, -0.5572, 0.0063], [-0.2564, -0.2633, -0.3627], [1.0235, 0.3213, 0.2051], [1.3222, 1.5231, -0.4183], [-3.5632, 0.7885, 0.3427], [-2.8307, -0.9003, 0.2099], [-1.1642, 1.7179, 0.0566], [1.6216, -1.4988, -0.2830], [2.8878, -0.2031, -0.7459], [2.6623, -0.6407, 0.9811], [-0.4251, -1.2366, 0.2236], [-0.2919, -0.5002, -1.4842], [0.9541, 0.5169, 1.2316]],
  "mulliken_charge": [-0.68, -0.25, -1.05, -0.59, 0.42, -0.36, 0.30, 0.17, 0.31, 0.29, 0.30, 0.26, 0.39, 0.26, 0.23]
}

***

{
  "formula": "C16H14BeCl2F4N3",
  "method": "the ωB97M-V functional and the def2-TZVPD basis",
  "relative_energy_kcal_mol": 3.1,
  "total_charge": -1,
  "energy_ev": -57595.566,
  "e_homo_ev": -3.800,
  "orbital_gap_ha": 0.2328,
  "symbols": ["Be", "C", "N", "C", "C", "C", "N", "C", "C", "F", "C", "F", "C", "C", "F", "C", "F", "H", "H", "H", "H", "H", "H", "H", "H", "H", "H", "H", "Cl", "C", "C", "C", "C", "C", "Cl", "C", "N", "H", "H", "H"],
  "positions_angstrom": [[0.3577, -0.2350, -0.2964], [-0.8350, 0.6268, -3.0346], [1.0457, 0.9397, -1.4562], [-0.4128, 3.0357, -0.1115], [2.1992, 1.3839, -0.6970], [2.8531, 0.0697, -0.2570], [1.7800, -0.7072, 0.3661], [2.0878, -1.6558, 1.2854], [1.1757, -1.9939, 2.3084], [0.0197, -1.3276, 2.3876], [1.4500, -2.9567, 3.2517], [0.5301, -3.2072, 4.2043], [2.6460, -3.6533, 3.2745], [3.5548, -3.3352, 2.2888], [4.7329, -3.9930, 2.2348], [3.2930, -2.3820, 1.3263], [4.2210, -2.1993, 0.3571], [-1.7553, 1.0748, -3.4068], [0.0317, 0.8134, -3.6584], [-0.9489, -0.4123, -2.7521], [-0.6767, 2.7505, -2.3212], [-0.9336, 2.5207, 0.7033], [0.6192, 3.1970, 0.2054], [2.8944, 2.0028, -1.2801], [1.9388, 1.9239, 0.2202], [3.2825, -0.4304, -1.1322], [3.6715, 0.2716, 0.4412], [2.8523, -4.4049, 4.0206], [-3.7774, -1.7123, 0.6366], [-3.6371, -0.1396, -0.1070], [-4.7800, 0.5820, -0.3843], [-4.7431, 1.8345, -1.0013], [-3.5012, 2.3718, -1.3528], [-2.4133, 1.6022, -1.0631], [-0.5380, 1.7706, -1.4438], [-2.3146, 0.3361, -0.4140], [-1.1767, -0.2440, -0.2350], [-5.7326, 0.1468, -0.1071], [-5.6527, 2.3878, -1.1901], [-3.4079, 3.3475, -1.8105]],
  "mulliken_charge": [-0.84, -1.25, -0.36, -1.13, -0.51, -0.71, 0.44, 0.04, 0.36, -0.29, 0.06, -0.33, -0.62, 0.15, -0.33, 0.51, -0.32, 0.42, 0.42, 0.32, 0.35, 0.26, 0.37, 0.25, 0.27, 0.28, 0.41, 0.46, -0.24, 0.23, -0.52, -0.57, -0.79, 0.67, 0.19, 0.91, -0.71, 0.39, 0.36, 0.37]
}

***

{
  "formula": "C6H10N2O",
  "method": "the ωB97M-V functional and the def2-TZVPD basis",
  "relative_energy_kcal_mol": 141.9,
  "energy_ev": -11405.935,
  "e_homo_ev": -8.264,
  "orbital_gap_ha": 0.3250,
  "symbols": ["C", "C", "C", "C", "C", "C", "H", "H", "H", "H", "H", "H", "H", "H", "H", "H", "N", "N", "O"],
  "positions_angstrom": [[0.4694, -0.6629, 0.8900], [1.0638, 0.6420, 0.4467], [-0.1551, 1.6340, 0.0387], [-1.7205, -0.0186, -0.5534], [0.3639, -1.1153, -0.4038], [1.4389, -0.0310, -0.7332], [-1.5427, -0.1716, 1.7801], [1.3193, -1.3728, 1.3625], [1.6993, 1.1982, 0.9957], [-0.0471, 2.6337, 0.9941], [0.0054, 2.1492, -1.0889], [-2.9510, -0.2376, -0.5846], [-1.6306, -1.8039, -1.2156], [0.6754, -2.0362, -0.6307], [1.6658, 0.3172, -1.7832], [2.4959, -0.3843, -0.4978], [-1.4768, 1.1105, 0.1227], [-0.9895, -1.0228, -0.8902], [-0.6837, -0.8279, 1.7509]],
  "mulliken_charge": [-0.09, -0.49, -0.32, -0.21, -0.27, -0.75, 0.43, 0.29, 0.67, 0.24, 0.21, 0.19, 0.38, 0.58, 0.34, 0.30, -0.65, -0.13, -0.70]
}